Record 1
Molecular formula: C56H61Br2F4INO2
Method: DFT, ωB97M-V/def2-TZVPD

Computed properties:
* F_max: 0.0629 Eh/bohr
* gap between HOMO and LUMO: 7.14 eV
* energy: -8220.5732 Eh
* lowest unoccupied orbital energy: -3.132 eV

The geometry in ORCA input format:
```
! wB97M-V def2-TZVPD RIJCOSX def2/J DEFGRID3
* xyz 1 1
C 1.772 -1.267 -10.072
C 2.128 -1.031 -8.545
C 1.263 -1.878 -7.554
F 1.841 -3.142 -7.432
N 0.971 -1.241 -6.230
C 0.514 0.175 -6.161
C 0.551 0.498 -4.595
I 2.081 2.096 -4.408
C -0.763 1.220 -4.033
Br -0.224 2.463 -2.609
C -1.913 0.246 -3.598
C -3.210 1.148 -3.384
Br -2.414 -1.067 -5.001
C 1.073 -0.818 -3.903
C 1.644 -0.767 -2.453
C 1.729 -2.197 -1.781
O 2.644 -2.957 -1.958
C 0.490 -2.574 -0.890
C -0.599 -3.351 -1.443
C -1.734 -3.612 -0.542
C -1.777 -3.117 0.817
C -0.631 -2.364 1.330
C 0.515 -2.076 0.488
C 1.875 -1.543 -5.052
C 3.357 -1.112 -5.391
O 4.086 -0.602 -4.269
C 5.395 -1.025 -4.245
F 5.502 -2.227 -3.607
F 6.015 -1.010 -5.452
F 6.073 -0.130 -3.454
H 2.072 -0.321 -10.602
H 0.671 -1.367 -10.230
H 2.379 -2.097 -10.498
H 2.111 0.071 -8.368
H 3.198 -1.351 -8.389
H 0.270 -2.044 -8.060
H 0.108 -1.745 -5.938
H -0.524 0.354 -6.540
H 1.181 0.956 -6.591
H -1.158 1.851 -4.874
H -1.729 -0.245 -2.609
H -2.998 2.054 -2.769
H -4.070 0.572 -2.970
H -3.521 1.525 -4.402
H 0.148 -1.471 -3.803
H 2.616 -0.225 -2.346
H 0.902 -0.178 -1.840
H -0.576 -3.729 -2.494
H -2.588 -4.183 -0.964
H -2.684 -3.335 1.418
H -0.665 -1.978 2.378
H 1.360 -1.495 0.912
H 1.953 -2.651 -4.897
H 3.292 -0.270 -6.141
H 3.850 -1.993 -5.890
C 1.979 1.409 3.862
C 3.166 2.131 3.920
C 3.633 2.792 2.790
C 2.908 2.739 1.605
C 1.720 2.021 1.550
C 1.258 1.352 2.677
H 1.616 0.891 4.742
H 3.727 2.177 4.846
H 4.561 3.349 2.833
H 3.270 3.259 0.726
H 1.153 1.981 0.627
H 0.334 0.788 2.631
C -0.615 2.162 6.723
C -1.919 2.196 7.202
C -2.198 1.762 8.492
C -1.170 1.304 9.307
C 0.135 1.273 8.830
C 0.412 1.698 7.537
H -0.398 2.497 5.714
H -2.720 2.560 6.568
H -3.216 1.783 8.863
H -1.387 0.970 10.316
H 0.936 0.917 9.467
H 1.429 1.669 7.163
C -0.816 -0.040 13.298
C -1.321 1.253 13.254
C -2.253 1.669 14.196
C -2.673 0.794 15.190
C -2.165 -0.499 15.237
C -1.240 -0.918 14.289
H -0.091 -0.366 12.561
H -0.988 1.939 12.482
H -2.652 2.676 14.157
H -3.396 1.119 15.928
H -2.492 -1.181 16.013
H -0.848 -1.927 14.323
C -7.346 3.501 -7.166
C -7.308 2.950 -5.891
C -6.421 1.920 -5.606
C -5.565 1.447 -6.593
C -5.601 2.000 -7.867
C -6.494 3.024 -8.155
H -8.041 4.302 -7.390
H -7.971 3.324 -5.120
H -6.396 1.486 -4.613
H -4.869 0.645 -6.369
H -4.932 1.632 -8.637
H -6.526 3.452 -9.150
C 4.180 -5.110 -0.035
C 4.902 -4.842 -1.191
C 6.112 -5.487 -1.420
C 6.595 -6.407 -0.497
C 5.870 -6.678 0.657
C 4.665 -6.026 0.891
H 3.238 -4.604 0.145
H 4.524 -4.131 -1.912
H 6.679 -5.273 -2.319
H 7.536 -6.914 -0.678
H 6.246 -7.397 1.377
H 4.103 -6.233 1.794
C -2.363 5.112 0.982
C -2.428 4.895 2.352
C -2.462 3.599 2.851
C -2.422 2.518 1.979
C -2.354 2.734 0.608
C -2.328 4.032 0.109
H -2.339 6.124 0.593
H -2.452 5.738 3.033
H -2.519 3.430 3.920
H -2.445 1.506 2.368
H -2.321 1.890 -0.073
H -2.280 4.201 -0.961
*
```

=====

Record 2
Molecular formula: C62H43HfN7
Method: DFT, ωB97M-V/def2-TZVPD

Computed properties:
* F_max: 0.0588 Eh/bohr
* gap between HOMO and LUMO: 4.19 eV
* energy: -2819.1369 Eh
* relative energy (zero: lowest compared OMol25 entry of this formula, charge and spin): 274.9 kcal per mole
* lowest unoccupied orbital energy: -6.790 eV

The geometry in ORCA input format:
```
! wB97M-V def2-TZVPD RIJCOSX def2/J DEFGRID3
* xyz 2 1
Hf -0.620 -1.010 -0.274
C 1.616 5.423 -2.907
C 1.245 5.096 -1.613
C 0.905 3.795 -1.296
C 0.953 2.806 -2.274
C 1.363 3.126 -3.565
C 1.692 4.435 -3.875
C 0.384 1.454 -1.982
C -1.076 1.528 -1.754
C -2.012 2.562 -1.880
C -3.025 2.324 -0.951
C -2.669 1.163 -0.239
C -2.991 0.709 1.080
C -4.250 1.170 1.673
C -4.272 1.800 2.921
C -5.443 2.341 3.417
C -6.614 2.260 2.683
C -6.609 1.633 1.446
C -5.438 1.101 0.941
C -1.981 0.110 1.851
N -0.636 0.030 1.461
C 0.109 -0.232 2.608
C 1.406 0.203 2.829
C 2.025 -0.138 4.117
C 2.018 -1.472 4.538
C 2.577 -1.833 5.748
C 3.143 -0.870 6.569
C 3.145 0.457 6.168
C 2.600 0.819 4.951
C 2.141 1.064 1.902
C 2.677 2.333 2.051
C 3.294 2.724 0.839
C 3.149 1.681 -0.032
N 2.482 0.680 0.631
C 3.488 1.184 -1.394
C 2.350 0.546 -2.154
C 3.227 -0.338 -1.340
C 2.161 -0.373 -0.254
C 1.057 0.322 -1.232
N 1.076 0.270 -2.686
C 4.608 1.819 -2.139
C 4.551 3.195 -2.333
C 5.546 3.834 -3.048
C 6.608 3.108 -3.561
C 6.682 1.742 -3.345
C 5.685 1.097 -2.634
C -0.814 -0.592 3.665
C -2.070 -0.343 3.212
N -1.533 0.662 -0.812
H 1.835 6.448 -3.162
H 1.194 5.863 -0.858
H 0.585 3.540 -0.297
H 1.403 2.362 -4.329
H 1.986 4.684 -4.882
H -1.956 3.398 -2.547
H -3.870 2.953 -0.749
H -3.350 1.926 3.468
H -5.437 2.843 4.373
H -7.523 2.698 3.064
H -7.520 1.570 0.871
H -5.436 0.628 -0.030
H 1.582 -2.232 3.900
H 2.574 -2.868 6.055
H 3.569 -1.149 7.520
H 3.574 1.215 6.806
H 2.570 1.855 4.662
H 2.597 2.963 2.915
H 3.782 3.660 0.662
H 3.901 -1.130 -1.613
H 1.915 -1.312 0.247
H 3.721 3.749 -1.926
H 5.486 4.898 -3.211
H 7.376 3.601 -4.133
H 7.515 1.175 -3.731
H 5.756 0.035 -2.460
H -0.530 -0.885 4.656
H -2.989 -0.459 3.750
C 1.823 -4.833 0.245
C 1.209 -3.622 0.501
N 0.500 -2.934 -0.412
C 0.368 -3.487 -1.658
C 1.046 -4.678 -2.022
C 1.769 -5.360 -1.038
C 0.953 -5.146 -3.365
C 0.174 -4.515 -4.272
C -0.620 -3.392 -3.900
C -1.533 -2.799 -4.777
C -2.293 -1.729 -4.337
C -2.133 -1.271 -3.038
N -1.280 -1.818 -2.163
C -0.515 -2.870 -2.585
H 2.349 -5.348 1.032
H 1.276 -3.175 1.490
H 2.250 -6.294 -1.276
H 1.532 -6.014 -3.634
H 0.116 -4.855 -5.293
H -1.647 -3.187 -5.775
H -3.015 -1.254 -4.983
H -2.735 -0.442 -2.679
N -1.779 -2.722 1.030
C -3.227 -2.661 1.153
C -3.861 -3.123 2.298
C -5.243 -3.113 2.369
C -5.985 -2.658 1.293
C -5.348 -2.206 0.148
C -3.965 -2.199 0.075
H -1.397 -2.755 1.983
H -1.559 -3.632 0.607
H -3.281 -3.495 3.130
H -5.736 -3.479 3.256
H -7.062 -2.657 1.346
H -5.933 -1.870 -0.693
H -3.440 -1.842 -0.807
*
```

=====

Record 3
Molecular formula: C4H6O2
Method: DFT, ωB97M-V/def2-TZVPD

Computed properties:
* F_max: 0.0115 Eh/bohr
* gap between HOMO and LUMO: 9.84 eV
* energy: -306.3633 Eh
* relative energy (zero: lowest compared OMol25 entry of this formula, charge and spin): 89.7 kcal per mole
* lowest unoccupied orbital energy: 0.472 eV

The geometry in ORCA input format:
```
! wB97M-V def2-TZVPD RIJCOSX def2/J DEFGRID3
* xyz 0 1
O 0.116 -1.540 0.152
C -1.145 -0.930 0.247
C -1.317 0.544 0.330
C -1.662 -0.015 -0.796
H 0.629 -1.053 -0.514
H -1.803 -1.607 0.794
H -1.186 1.454 0.899
H -2.003 0.100 -1.815
C 2.099 0.764 0.190
O 1.793 0.495 -0.949
H 2.669 1.679 0.432
H 1.809 0.109 1.030
*
```

=====

Record 4
Molecular formula: C5H11N2
Method: DFT, ωB97M-V/def2-TZVPD

Computed properties:
* F_max: 0.0995 Eh/bohr
* gap between HOMO and LUMO: 8.60 eV
* energy: -306.2651 Eh
* relative energy (zero: lowest compared OMol25 entry of this formula, charge and spin): 74.3 kcal per mole
* lowest unoccupied orbital energy: -4.869 eV

The geometry in ORCA input format:
```
! wB97M-V def2-TZVPD RIJCOSX def2/J DEFGRID3
* xyz 1 1
C 2.152 1.059 -1.832
N 1.238 0.282 -1.527
C 0.240 -0.218 -1.041
C -0.309 -0.156 0.439
C -0.603 -1.684 0.617
C -1.620 0.772 0.408
N 0.641 0.295 1.376
H 3.227 0.751 -2.156
H 2.152 2.149 -1.942
H -0.458 -0.773 -1.644
H 0.123 -2.438 0.460
H -1.531 -1.937 -0.112
H -0.989 -1.845 1.533
H -1.556 1.839 0.106
H -1.903 0.747 1.576
H -2.409 0.073 -0.111
H 1.022 -0.217 2.131
H 0.581 1.301 1.719
*
```

=====

Record 5
Molecular formula: C4H14NS2
Method: DFT, ωB97M-V/def2-TZVPD

Computed properties:
* F_max: 0.0547 Eh/bohr
* gap between HOMO and LUMO: 7.00 eV
* energy: -1011.6282 Eh
* relative energy (zero: lowest compared OMol25 entry of this formula, charge and spin): 44.0 kcal per mole
* lowest unoccupied orbital energy: -4.018 eV

The geometry in ORCA input format:
```
! wB97M-V def2-TZVPD RIJCOSX def2/J DEFGRID3
* xyz 1 1
C -1.934 -0.798 0.224
C -2.023 -1.036 -1.270
S -1.335 0.377 -2.169
N -2.851 -1.693 1.011
H -2.245 0.214 0.502
H -0.908 -1.013 0.618
H -3.029 -1.293 -1.554
H -1.405 -1.972 -1.601
H -1.897 0.084 -3.366
H -2.793 -1.585 2.006
H -2.761 -2.684 0.859
H -3.793 -1.453 0.722
C 1.555 -0.409 1.314
S 3.095 0.583 0.941
C 2.434 2.281 0.954
H 1.193 -1.035 0.448
H 0.686 0.250 1.589
H 1.825 -1.041 2.166
H 2.617 2.841 0.030
H 1.368 2.053 0.956
H 2.754 2.888 1.877
*
```

=====

> Look up the gap between HOMO and LUMO of the third one.

9.84 eV

=====

> energy of number 2 (C62H43HfN7)?

-2819.1369 Eh